Entry from OMol25: an isolated molecule of C5H9NO (ωB97M-V/def2-TZVPD).

Results
- charge = 0
- frontier orbital gap (Eh) = 0.3684
- E_HOMO (eV) = -9.56
- LUMO (eV) = 0.47
- SMILES = CC/C(C)=N\C=O
- energy above the lowest of the compared OMol25 structures with the same formula, charge and spin (kcal per mole) = 38.45
- max |F| (Eh/bohr) = 0.013

The geometry in XYZ format:
```
16
Properties=species:S:1:pos:R:3:forces:R:3
C 1.10664 -1.35716 -0.43664 0.0 -0.2 0.0
C -0.00925 -0.92601 0.55454 0.2 -0.1 -0.2
C -0.11695 0.48769 0.08900 -0.4 0.5 0.2
C 0.90154 1.41857 0.65112 0.2 0.2 0.1
N -0.92698 0.97080 -0.78426 0.0 0.1 0.6
C -2.21161 0.47001 -0.81123 -0.6 -0.2 0.2
O -2.73835 -0.09189 0.13006 -0.2 0.1 -0.4
H 1.87221 -2.03271 -0.04216 -0.3 0.0 0.0
H 0.60327 -1.78610 -1.30359 0.3 -0.1 0.0
H 1.60408 -0.45122 -0.78930 0.4 -0.3 -0.1
H -0.91534 -1.50527 0.41814 0.0 0.1 0.0
H 0.29828 -0.98770 1.60200 0.0 0.1 -0.2
H 1.34810 2.02660 -0.13698 0.0 0.1 0.2
H 1.66723 0.90871 1.24195 -0.1 0.1 -0.2
H 0.31916 2.07159 1.31211 0.2 0.1 0.0
H -2.80280 0.77287 -1.68922 0.2 -0.2 -0.1
```
Positions in Å, forces in eV/Å.

Atomic partial charges in e from the Mulliken method, atoms 1 to 2:
1. C -0.979
2. C -0.458



Entry from OMol25: a cluster of 2 separate species, C5H9NO in total at a distorted geometry (ωB97M-V/def2-TZVPD).

Results
- charge = +1
- ⟨S²⟩ = 0.765
- frontier orbital gap (spin up / spin down) (Eh) = 0.3508 / 0.2191
- E_HOMO (spin up / spin down) (eV) = -13.29 / -13.29
- LUMO (spin up / spin down) (eV) = -3.75 / -7.33
- energy above the lowest of the compared OMol25 structures with the same formula, charge and spin (kcal per mole) = 5.42
- multiplicity = 2
- max |F| (Eh/bohr) = 0.039

The geometry in XYZ format:
```
16
Properties=species:S:1:pos:R:3:forces:R:3
C 0.79136 0.65216 0.85438 0.8 0.1 -1.2
C 1.02882 -0.40781 -0.16288 -1.0 -0.3 0.5
C 1.37523 -1.78265 0.19640 0.9 1.7 0.6
N 1.32906 -2.52569 -0.88816 0.4 -0.2 -0.5
C 0.94051 -1.72176 -1.95541 -0.3 -0.7 0.3
C 0.73501 -0.42640 -1.50646 0.3 -0.2 -1.1
H 1.74449 0.96094 1.28690 0.0 -0.3 0.5
H 0.44242 1.54241 0.33925 -0.5 0.0 0.2
H 0.09792 0.25338 1.58488 -0.1 0.3 0.4
H 1.82681 -1.97261 1.16380 -0.2 -0.8 -0.2
H 1.78787 -3.41602 -1.03775 -0.3 -0.1 0.3
H 0.72001 -2.22829 -2.88092 0.2 0.3 -0.3
H 0.43663 0.33568 -2.20965 -0.1 0.3 0.5
H -5.14615 3.94438 1.77597 0.4 -0.1 0.0
H -4.98768 5.09632 2.69272 0.4 0.1 0.1
O -4.46078 4.38721 2.29957 -0.8 0.0 -0.2
```
Positions in Å, forces in eV/Å.

Atomic partial charges in e from the Mulliken method, atoms 1 to 2:
1. C -1.152
2. C 0.725



Entry from OMol25: a cluster of 3 separate species, C5H9NO2 in total at a distorted geometry (ωB97M-V/def2-TZVPD).

Results
- charge = 0
- frontier orbital gap (spin up / spin down) (Eh) = 0.2885 / 0.3066
- E_HOMO (spin up / spin down) (eV) = -7.86 / -8.32
- LUMO (spin up / spin down) (eV) = -0.01 / 0.02
- energy above the lowest of the compared OMol25 structures with the same formula, charge and spin (kcal per mole) = 227.10
- max |F| (Eh/bohr) = 0.059

The geometry in XYZ format:
```
17
Properties=species:S:1:pos:R:3:forces:R:3
C 1.06707 2.32026 -0.85417 -0.8 0.3 0.0
N 1.05124 0.06354 -0.00913 -0.4 -1.7 0.9
C -0.04339 0.69864 0.12526 1.4 2.5 -0.9
C -0.22462 -1.73266 0.66644 0.0 -1.9 0.3
C -1.07406 1.19736 0.76266 0.0 -0.4 0.0
C -1.43238 -2.12050 0.27021 0.1 0.5 -0.2
O 1.37898 -0.52634 -1.22472 -0.6 0.1 -0.1
O 0.66133 -2.58421 1.23743 -0.1 0.6 -0.1
H 0.54328 -0.88609 -1.58048 0.3 0.1 -0.1
H 1.52790 -2.16057 1.24920 0.0 0.0 0.0
H 1.05616 3.03598 -0.04219 -0.1 0.0 0.0
H 2.04904 2.03282 -1.20144 -0.1 -0.2 0.1
H 0.31961 2.45055 -1.62803 0.1 0.2 0.0
H -1.67174 0.54768 1.38886 -0.1 0.0 0.0
H -1.33031 2.24371 0.66231 0.0 -0.1 0.0
H -2.11336 -1.42827 -0.20657 0.0 0.0 0.1
H -1.76475 -3.15190 0.38437 0.2 0.1 0.0
```
Positions in Å, forces in eV/Å.

Atomic partial charges in e from the Mulliken method, atoms 1 to 2:
1. C -1.070
2. N -0.342



Entry from OMol25: a structure of composition C5H9NO2 at a distorted geometry (ωB97M-V/def2-TZVPD).

Results
- charge = 0
- frontier orbital gap (Eh) = 0.3552
- E_HOMO (eV) = -8.92
- LUMO (eV) = 0.75
- energy above the lowest of the compared OMol25 structures with the same formula, charge and spin (kcal per mole) = 189.46
- max |F| (Eh/bohr) = 0.132

The geometry in XYZ format:
```
17
Properties=species:S:1:pos:R:3:forces:R:3
C -0.49335 0.55564 -0.07705 -1.8 -1.5 0.9
C 0.33541 0.92904 1.20278 -3.2 -2.3 1.1
C 0.64627 -1.47900 0.28935 -1.8 -4.6 2.8
C 0.30801 -0.50539 -0.73852 4.0 3.6 -0.9
C -0.70995 1.16672 -1.55010 5.0 -1.8 4.2
H -2.07800 -0.18285 -0.88138 0.8 -1.3 5.8
H 1.25507 1.47398 0.98625 -0.1 -0.2 0.2
H -0.37709 1.39209 1.99964 1.7 -0.5 -1.4
H 1.30137 -0.95115 2.42800 -3.1 1.8 -3.2
H -0.00248 -2.42959 0.22093 0.0 1.6 0.9
H 1.61398 -2.04120 0.31025 -0.1 1.5 -0.5
H 1.39653 -0.16042 -0.80149 -1.1 0.8 -1.1
H 0.06817 2.01327 -1.35759 -0.8 -1.3 -2.2
H -1.61063 1.36758 -1.96619 -2.7 1.3 -0.9
N 0.41915 -0.63097 1.66798 3.5 -0.7 -0.2
O -1.72548 -0.27459 0.30920 -0.6 2.8 -6.1
O -0.34699 -0.24317 -2.04205 0.4 0.8 0.7
```
Positions in Å, forces in eV/Å.

Atomic partial charges in e from the Mulliken method, atoms 1 to 2:
1. C 0.494
2. C -0.568



Entry from OMol25: a cluster of 2 separate species, C5H9NO2 in total at a distorted geometry (ωB97M-V/def2-TZVPD).

Results
- charge = 0
- frontier orbital gap (Eh) = 0.1212
- E_HOMO (eV) = -8.28
- LUMO (eV) = -4.98
- energy above the lowest of the compared OMol25 structures with the same formula, charge and spin (kcal per mole) = 187.50
- max |F| (Eh/bohr) = 0.055

The geometry in XYZ format:
```
17
Properties=species:S:1:pos:R:3:forces:R:3
C 1.22016 -0.93338 -0.26612 -1.6 -2.1 1.0
C 0.13990 -0.87196 0.92057 0.7 -0.1 -0.6
C 0.78614 -1.86655 -1.44281 0.8 0.2 2.0
N 0.11613 -1.06174 -2.28554 -1.2 -0.9 -1.8
C -1.42989 1.98155 1.23472 1.4 -0.6 1.4
C -0.46187 2.18286 0.21865 1.0 0.2 -1.2
O 0.77184 1.90540 0.14561 -2.2 0.3 0.9
O 1.07736 -3.08107 -1.49576 -0.8 1.9 -0.5
H 1.25824 0.08875 -0.55529 0.3 1.2 -0.9
H 2.23527 -1.21845 0.04512 -0.3 0.1 0.3
H -0.03043 -1.79094 1.49074 0.5 0.1 -0.1
H 0.43557 -0.03363 1.57485 0.0 -0.7 -0.1
H -0.85928 -0.60939 0.53526 0.4 0.0 -0.2
H -0.66421 -1.48846 -2.87282 1.1 0.3 1.0
H -1.31828 1.55088 2.24844 0.4 0.0 -0.9
H -2.32580 2.52813 1.12892 -1.1 0.3 -0.5
H -0.95083 2.71799 -0.62455 0.5 -0.2 0.0
```
Positions in Å, forces in eV/Å.

Atomic partial charges in e from the Mulliken method, atoms 1 to 2:
1. C -0.295
2. C -1.024



Entry from OMol25: an isolated molecule of C5H9NO2 at a distorted geometry (ωB97M-V/def2-TZVPD).

Results
- charge = 0
- frontier orbital gap (Eh) = 0.3791
- E_HOMO (eV) = -9.74
- LUMO (eV) = 0.58
- SMILES = [H]/N=C(\C)CCC(=O)O
- energy above the lowest of the compared OMol25 structures with the same formula, charge and spin (kcal per mole) = 24.90
- max |F| (Eh/bohr) = 0.077

The geometry in XYZ format:
```
17
Properties=species:S:1:pos:R:3:forces:R:3
H 1.74318 0.37562 2.11425 0.1 -0.6 0.0
N 0.78375 0.02189 2.04551 -0.8 0.7 -2.1
C 0.50478 -0.35553 0.83226 0.2 -1.9 3.4
C 1.59227 -0.81137 -0.11359 -0.2 0.8 -0.5
C -0.94741 -0.82268 0.56356 1.0 0.6 0.8
C -1.40154 -0.18888 -0.72384 1.7 1.5 -0.6
C -0.56944 1.17616 -0.97227 -2.7 0.2 -2.0
O -0.25277 1.55594 -2.08672 0.4 -0.9 1.2
O -0.61326 2.04764 0.05214 0.3 -0.1 0.0
H 2.30801 0.00491 -0.24353 0.1 -0.2 -0.1
H 2.10657 -1.67040 0.32295 -0.1 0.1 0.0
H 1.18775 -1.09335 -1.08645 0.2 0.0 0.0
H -0.96351 -1.91467 0.50406 -0.1 0.1 0.1
H -1.56753 -0.47697 1.39667 0.3 -0.2 0.0
H -2.45898 0.08234 -0.71112 0.2 0.0 -0.2
H -1.15447 -0.82702 -1.57668 -0.3 0.3 0.0
H -0.29740 2.89635 -0.31719 -0.1 -0.3 0.2
```
Positions in Å, forces in eV/Å.

Atomic partial charges in e from the Mulliken method, atoms 1 to 2:
1. H 0.252
2. N -0.744



Entry from OMol25: an isolated molecule of C5H9NO2 at a distorted geometry (ωB97M-V/def2-TZVPD).

Results
- charge = 0
- frontier orbital gap (Eh) = 0.3650
- E_HOMO (eV) = -9.12
- LUMO (eV) = 0.81
- SMILES = O[C@H]1[C@H]2NCCO[C@H]12
- energy above the lowest of the compared OMol25 structures with the same formula, charge and spin (kcal per mole) = 113.22
- max |F| (Eh/bohr) = 0.079

The geometry in XYZ format:
```
17
Properties=species:S:1:pos:R:3:forces:R:3
O 2.85332 -0.16707 -0.53277 0.0 0.3 -0.2
C 1.81840 -0.52942 0.37387 1.7 1.6 -3.3
C 0.61919 0.27440 0.56092 -0.1 -2.3 1.5
N -0.01563 1.35580 0.01258 -1.8 -1.0 -2.4
C -1.41586 0.72089 -0.46433 1.9 1.3 0.5
C -1.73650 -0.72623 0.00479 2.7 1.4 0.7
O -0.63444 -1.66367 -0.10916 0.3 -0.5 -0.2
C 0.55963 -0.92102 -0.29620 -1.5 0.4 -1.0
H 3.00461 0.79890 -0.62064 -0.6 -0.9 0.4
H 2.22566 -0.94202 1.18774 1.2 -1.7 3.1
H 0.27173 -0.16010 1.50744 -0.4 0.8 0.4
H -0.10983 2.01099 0.71878 -0.9 1.9 1.3
H -1.41763 0.88984 -1.55863 -0.3 -0.3 0.7
H -2.15712 1.28079 0.07386 -0.7 0.7 -0.4
H -1.98133 -0.65068 1.06387 -0.4 -0.2 0.0
H -2.55163 -0.98337 -0.60384 -1.1 -1.1 -0.6
H 0.66745 -0.58800 -1.31827 0.0 -0.3 -0.4
```
Positions in Å, forces in eV/Å.

Atomic partial charges in e from the Mulliken method, atoms 1 to 2:
1. O -0.572
2. C -0.592



Entry from OMol25: a structure of composition C5H9NO2 at a distorted geometry (ωB97M-V/def2-TZVPD).

Results
- charge = 0
- frontier orbital gap (Eh) = 0.2993
- E_HOMO (eV) = -7.92
- LUMO (eV) = 0.23
- energy above the lowest of the compared OMol25 structures with the same formula, charge and spin (kcal per mole) = 278.17
- max |F| (Eh/bohr) = 0.132

The geometry in XYZ format:
```
17
Properties=species:S:1:pos:R:3:forces:R:3
C -0.53073 0.07712 -0.81790 1.1 -2.0 -0.3
C -0.13163 1.37969 -0.11808 -3.0 1.8 -3.2
C 0.16308 -0.31194 1.38519 -0.4 -4.0 1.8
C 0.63718 -0.68146 -0.00076 -0.8 -1.5 0.1
C 0.16010 -1.22179 -1.41115 2.9 -1.7 1.9
H -2.48086 -1.09340 -1.60505 2.0 3.0 4.5
H -2.39442 -0.44905 0.70169 2.4 0.5 -5.1
H 0.67126 2.00563 -0.34341 1.8 0.2 -1.1
H -0.99332 2.01780 -0.24774 -0.5 0.4 -0.3
H 1.01259 -0.77645 2.12945 -1.6 2.4 -1.4
H -0.72914 -0.87149 1.79672 0.5 0.7 -0.6
H 2.81508 -0.43512 0.55995 -5.2 1.9 -2.4
H 1.12673 -1.46403 -2.15246 -2.8 1.5 1.8
H -0.38065 -2.25051 -1.22526 0.3 2.6 -0.8
N -1.91408 -0.20647 -0.51143 -3.8 -2.9 -0.1
O -0.15816 1.06118 1.17894 0.5 -1.3 5.0
O 1.77857 0.10284 0.03885 6.6 -1.6 0.1
```
Positions in Å, forces in eV/Å.

Atomic partial charges in e from the Mulliken method, atoms 1 to 2:
1. C 0.643
2. C -0.734



Entry from OMol25: a cluster of 3 separate species, C5H9NO2 in total at a distorted geometry (ωB97M-V/def2-TZVPD).

Results
- charge = 0
- frontier orbital gap (Eh) = 0.3488
- E_HOMO (eV) = -8.83
- LUMO (eV) = 0.66
- energy above the lowest of the compared OMol25 structures with the same formula, charge and spin (kcal per mole) = 250.67
- max |F| (Eh/bohr) = 0.136

The geometry in XYZ format:
```
17
Properties=species:S:1:pos:R:3:forces:R:3
C 1.87507 2.12801 0.32207 3.8 1.1 -0.5
C 0.56387 2.22848 -0.32147 -2.0 -2.7 0.4
C -1.89793 -0.32792 0.37918 -2.0 3.9 -2.1
C -0.75484 -2.17340 0.04143 3.3 -3.4 -3.0
C -0.01591 -3.08223 -0.78419 3.9 1.9 0.7
H 2.13193 3.18684 0.62579 -0.3 -1.4 1.1
H 1.76133 1.22139 0.98341 1.0 1.9 0.2
H 2.85166 1.92683 -0.27030 -1.8 0.1 0.0
H 0.14090 3.55279 -0.73768 0.7 -4.9 1.2
H -2.91932 -0.07960 0.28210 -1.6 0.3 -0.2
H -1.82442 -0.41153 1.42946 1.5 -1.0 1.1
H -0.49333 -2.17916 1.18613 -1.0 0.2 -2.4
H 1.04674 -3.49769 -0.19169 -3.6 0.9 -1.7
H 0.49582 -3.02511 -2.28637 -2.4 0.1 4.5
N 0.10134 0.94437 -0.01538 -3.1 6.0 -1.8
O -1.37400 0.91399 -0.12117 1.8 -0.7 0.2
O -1.68891 -1.32606 -0.52131 1.8 -2.1 2.1
```
Positions in Å, forces in eV/Å.

Atomic partial charges in e from the Mulliken method, atoms 1 to 2:
1. C -0.726
2. C -0.019



Entry from OMol25: an isolated molecule of C5H9NO2 at a distorted geometry (ωB97M-V/def2-TZVPD).

Results
- charge = 0
- frontier orbital gap (Eh) = 0.3248
- E_HOMO (eV) = -7.83
- LUMO (eV) = 1.00
- SMILES = C=C[C@@]1(OO)C[C@H]1N
- energy above the lowest of the compared OMol25 structures with the same formula, charge and spin (kcal per mole) = 144.22
- max |F| (Eh/bohr) = 0.070

The geometry in XYZ format:
```
17
Properties=species:S:1:pos:R:3:forces:R:3
C -0.78713 -1.65597 -0.87564 0.2 0.1 0.2
C 0.36415 -1.19775 -0.39374 -0.1 0.2 -0.3
C 0.49396 0.02987 0.43299 -2.6 0.0 2.5
O -0.04913 -0.19503 1.91125 0.9 -0.4 -0.8
O -1.42023 -0.66002 1.99284 0.7 0.3 -0.6
C 1.72326 0.79098 0.39076 -0.6 0.8 -0.3
C 0.00143 1.32424 -0.04388 1.6 -0.7 0.3
N -0.70902 1.47701 -1.19783 -0.2 0.1 -0.8
H -1.72474 -1.16739 -0.65753 -0.1 0.1 0.0
H -0.82015 -2.55006 -1.47993 0.0 -0.1 0.0
H 1.29312 -1.71065 -0.61228 0.0 -0.1 0.0
H -1.30392 -1.58038 2.27026 0.2 0.1 -0.1
H 2.54712 0.39426 -0.18341 0.0 0.0 -0.3
H 1.99506 1.45218 1.19941 -0.2 -0.1 0.1
H -0.15288 2.12109 0.67376 0.1 -0.4 0.2
H -0.77732 2.41495 -1.56534 0.1 -0.3 -0.2
H -0.67357 0.71266 -1.86168 0.0 0.4 0.0
```
Positions in Å, forces in eV/Å.

Atomic partial charges in e from the Mulliken method, atoms 1 to 2:
1. C -0.846
2. C -0.593



Entry from OMol25: an isolated molecule of C5H9NO2 at a distorted geometry (ωB97M-V/def2-TZVPD).

Results
- charge = 0
- frontier orbital gap (Eh) = 0.3282
- E_HOMO (eV) = -8.20
- LUMO (eV) = 0.73
- SMILES = O=C(O)[C@@H]1CCCN1
- energy above the lowest of the compared OMol25 structures with the same formula, charge and spin (kcal per mole) = 41.62
- max |F| (Eh/bohr) = 0.075

The geometry in XYZ format:
```
17
Properties=species:S:1:pos:R:3:forces:R:3
O 1.89181 0.76695 -1.40927 0.6 0.8 3.7
C 1.70493 0.83679 -0.18188 -0.2 -1.8 -0.9
O 2.61986 0.70415 0.81823 2.4 1.3 -2.5
C 0.30255 0.74829 0.46074 0.2 -1.8 -0.1
C -0.01101 -0.76630 0.89469 2.4 -1.4 -1.2
C -1.31431 -1.10925 0.21690 -0.6 0.9 0.7
C -1.53750 -0.16035 -0.93928 0.6 0.5 -0.1
N -0.52620 0.80361 -0.66779 -1.0 1.8 0.1
H 3.52235 0.88215 0.36179 -1.8 -0.7 1.2
H 0.18622 1.47566 1.31570 0.0 -0.5 -0.8
H 0.01314 -1.11204 1.94814 0.0 0.9 -0.4
H 0.73889 -1.46307 0.36651 -0.5 1.2 0.8
H -2.04061 -0.64510 0.81982 -1.5 -0.8 1.8
H -1.41806 -2.17487 0.06049 -0.4 0.0 -0.1
H -2.51217 0.38772 -0.85922 0.3 -1.2 -0.6
H -1.34215 -0.66332 -1.87741 -0.4 0.2 -0.6
H -0.27773 1.48899 -1.32816 0.0 0.5 -0.9
```
Positions in Å, forces in eV/Å.

Atomic partial charges in e from the Mulliken method, atoms 1 to 2:
1. O -0.569
2. C 0.289



Entry from OMol25: an isolated molecule of C5H9NO2 at a distorted geometry (ωB97M-V/def2-TZVPD).

Results
- charge = 0
- frontier orbital gap (Eh) = 0.3772
- E_HOMO (eV) = -9.59
- LUMO (eV) = 0.68
- SMILES = NCC1(C(=O)O)CC1
- energy above the lowest of the compared OMol25 structures with the same formula, charge and spin (kcal per mole) = 64.58
- max |F| (Eh/bohr) = 0.089

The geometry in XYZ format:
```
17
Properties=species:S:1:pos:R:3:forces:R:3
N -1.07031 1.59957 0.14137 0.1 2.1 -3.3
C -1.24149 0.15434 -0.03422 0.4 0.2 0.0
C 0.19263 -0.31340 0.15758 -0.6 0.3 -0.5
C 1.07324 0.80780 -0.30340 3.5 0.4 -1.4
O 2.16365 1.07293 0.15221 -2.8 -0.1 -1.2
O 0.73537 1.48218 -1.72765 0.9 -1.4 2.6
C 0.65696 -1.74182 0.00994 0.0 0.0 -0.5
C 0.59680 -1.11497 1.36403 0.2 0.4 0.2
H -1.89062 2.08975 0.47991 0.0 -0.2 -0.1
H -0.73346 2.05045 -0.91042 -1.5 -1.4 4.1
H -1.87491 -0.26730 0.75542 -0.1 0.1 -0.4
H -1.61689 -0.10151 -1.04290 -0.1 -0.2 0.5
H 0.16360 0.86740 -2.20333 0.0 -0.2 0.0
H -0.11340 -2.46103 -0.27170 0.3 0.1 0.1
H 1.63638 -1.88380 -0.44878 -0.3 -0.1 0.2
H 1.53703 -0.84633 1.84526 -0.3 -0.1 -0.2
H -0.21458 -1.39427 2.03670 0.2 0.0 -0.2
```
Positions in Å, forces in eV/Å.

Atomic partial charges in e from the Mulliken method, atoms 1 to 2:
1. N -0.593
2. C -0.760